Entry 1:
{
  "formula": "C31H32O6",
  "method": "ωB97M-V/def2-TZVPD",
  "e_lumo_ev": -2.390,
  "total_energy_ha": -1651.8598,
  "gap_ev": 4.1,
  "elements": ["C", "C", "O", "C", "C", "C", "O", "O", "C", "C", "C", "O", "O", "C", "C", "O", "H", "H", "H", "H", "H", "H", "H", "H", "H", "H", "H", "H", "H", "H", "H", "C", "C", "C", "C", "C", "C", "C", "C", "C", "C", "C", "C", "C", "C", "C", "C", "C", "C", "C", "C", "C", "H", "H", "H", "H", "H", "H", "H", "H", "H", "H", "H", "H", "H", "H", "H", "H", "H"],
  "positions_angstrom": [[4.7460, -0.9062, 3.3547], [3.9578, 0.3116, 2.9812], [2.5721, -0.1217, 2.9899], [1.7554, 0.6974, 2.3032], [0.3615, 0.3158, 2.4079], [-0.5654, 1.3604, 2.7733], [-0.2005, 2.4183, 3.2706], [-1.8547, 1.0334, 2.4918], [-2.7978, 2.0846, 2.7782], [-4.1328, 1.4383, 3.0034], [0.0544, -1.0748, 2.1739], [0.6565, -1.7564, 1.3373], [-1.0040, -1.5073, 2.8891], [-1.2925, -2.9204, 2.7274], [-2.7374, -3.0705, 3.0897], [2.1849, 1.6117, 1.6083], [5.8079, -0.6689, 3.3408], [4.4717, -1.2697, 4.3507], [4.5556, -1.7082, 2.6330], [4.0825, 1.1262, 3.7079], [4.2225, 0.6699, 1.9805], [-2.4781, 2.6289, 3.6720], [-2.8103, 2.7674, 1.9204], [-4.8753, 2.2136, 3.1974], [-4.4646, 0.8465, 2.1420], [-4.1013, 0.7770, 3.8797], [-1.1020, -3.2090, 1.6880], [-0.6346, -3.4777, 3.4079], [-3.0371, -4.1114, 2.9546], [-2.9257, -2.7825, 4.1319], [-3.3690, -2.4385, 2.4513], [4.2674, -2.9051, -3.2125], [4.3004, -1.5107, -3.3766], [3.2594, -0.7244, -2.8811], [2.1186, -1.3259, -2.2962], [1.0062, -0.5237, -1.7902], [1.2494, 0.7468, -1.2325], [0.2896, 1.6917, -0.9317], [0.5486, 3.0152, -0.4288], [-0.5355, 3.8671, -0.0987], [-0.3170, 5.1620, 0.3632], [0.9930, 5.6435, 0.5148], [2.0822, 4.8162, 0.2032], [1.8646, 3.5180, -0.2470], [-0.3506, -1.0552, -1.8776], [-1.3037, -0.8362, -0.8605], [-2.6098, -1.3109, -0.9828], [-2.9992, -1.9879, -2.1480], [-2.0658, -2.2210, -3.1702], [-0.7478, -1.7987, -3.0178], [2.0827, -2.7379, -2.1918], [3.1601, -3.5174, -2.6059], [5.1026, -3.5166, -3.5539], [5.1461, -1.0389, -3.8839], [3.2950, 0.3624, -2.9871], [2.2979, 1.0024, -1.0801], [-0.7550, 1.4729, -1.1574], [-1.5538, 3.4783, -0.2028], [-1.1694, 5.7992, 0.6147], [1.1710, 6.6532, 0.8857], [3.1088, 5.1676, 0.3219], [2.7134, 2.8692, -0.4483], [-0.9948, -0.3015, 0.0417], [-3.3170, -1.1390, -0.1667], [-4.0275, -2.3333, -2.2599], [-2.3649, -2.7316, -4.0875], [-0.0162, -2.0068, -3.8031], [1.2083, -3.2141, -1.7422], [3.1326, -4.5991, -2.4535]],
  "forces_ev_per_angstrom": [[0.2400, -0.3491, 0.1115], [-0.4394, -0.4426, -0.0846], [0.8121, 0.8270, 0.0319], [-0.2175, 0.1807, -1.0918], [-0.5965, 0.0217, -0.0510], [1.7216, -0.8865, 0.1044], [-0.9186, 0.1496, -0.3568], [-0.5854, 0.9810, 0.1862], [0.3202, -0.3921, 0.0681], [-0.4323, -0.2304, 0.1408], [0.4069, 1.2277, -0.6332], [-0.2818, -0.3552, 0.7687], [0.2522, -1.2937, -0.3324], [0.0170, 0.7801, -0.0118], [-0.5604, -0.1743, 0.2027], [0.2248, -0.2044, 0.8147], [0.1472, -0.0766, 0.0702], [0.0694, 0.0698, -0.1535], [0.0515, 0.1156, 0.1250], [-0.0994, -0.1157, -0.2450], [-0.0844, 0.0028, 0.2702], [0.0352, 0.0062, -0.2679], [-0.0383, 0.0613, 0.1706], [-0.0998, -0.0281, -0.0240], [0.0981, 0.1213, 0.1029], [0.0451, 0.1360, -0.2319], [0.0827, -0.0238, 0.2694], [-0.0971, 0.0238, -0.2805], [-0.1167, 0.0026, 0.0570], [0.0748, -0.0757, -0.2243], [0.1774, -0.1493, 0.0961], [-0.3436, 0.1899, 0.1380], [-0.1590, -0.1768, 0.2131], [-0.2248, -0.2357, -0.0088], [0.6669, -0.4898, -0.2423], [-0.3468, 0.7081, 0.5433], [0.5855, -0.5413, -0.3935], [-0.1736, 0.3658, 0.1060], [0.2434, 0.5484, 0.2366], [0.1582, -0.1625, -0.1271], [0.1174, -0.0290, 0.0328], [-0.1248, -0.4879, -0.1583], [-0.2077, -0.2972, -0.1070], [-0.2650, 0.1019, -0.0431], [-0.7291, -0.5429, -0.2590], [0.0432, 0.1142, 0.0413], [0.1578, -0.0603, -0.3188], [0.3253, 0.1683, 0.0937], [0.0224, 0.0836, 0.2921], [0.0069, 0.2023, 0.1144], [-0.0492, 0.2316, 0.0869], [0.1211, 0.3659, -0.1250], [-0.2093, 0.1851, 0.0521], [-0.2867, -0.1647, 0.2474], [0.0073, -0.3581, -0.0121], [-0.3457, -0.0637, 0.0948], [0.2513, 0.0427, 0.0774], [0.3326, 0.1947, 0.0284], [0.3416, -0.2522, -0.0681], [-0.1021, -0.2608, -0.1136], [-0.3739, -0.0479, 0.0190], [-0.1951, 0.2663, 0.0550], [-0.1467, -0.3192, -0.2198], [0.2428, -0.0847, -0.3131], [0.2773, 0.0747, 0.0291], [0.0815, 0.1071, 0.3321], [-0.2742, 0.1356, 0.2325], [0.3361, 0.1876, -0.0466], [0.0298, 0.3910, -0.1115]]
}

Entry 2:
{
  "formula": "C19H20F5O2Si",
  "method": "ωB97M-V/def2-TZVPD",
  "relative_energy_kcal_mol": 5.4,
  "e_lumo_ev": -5.788,
  "total_energy_ha": -1675.0262,
  "gap_ev": 5.2,
  "total_charge": 1,
  "elements": ["C", "O", "C", "C", "C", "C", "C", "C", "C", "H", "H", "H", "H", "H", "H", "H", "H", "H", "C", "Si", "C", "C", "O", "C", "C", "C", "C", "F", "C", "F", "C", "F", "C", "F", "C", "F", "H", "H", "H", "H", "H", "H", "H", "H", "H", "H", "H"],
  "positions_angstrom": [[-0.1544, 0.0134, 3.2166], [-1.5216, 0.4668, 2.9868], [-2.3982, -0.5026, 2.8976], [-3.7947, -0.2354, 3.0406], [-4.7387, -1.2965, 3.1539], [-6.0993, -1.0234, 3.2403], [-6.5532, 0.3046, 3.2523], [-5.6324, 1.3606, 3.2219], [-4.2694, 1.1072, 3.1296], [0.4714, 0.9033, 3.3404], [-0.1234, -0.6073, 4.1262], [0.1922, -0.5852, 2.3595], [-1.9835, -1.5201, 2.8404], [-4.3661, -2.3223, 3.2057], [-6.8306, -1.8351, 3.2958], [-7.6203, 0.5210, 3.2782], [-5.9754, 2.3960, 3.2678], [-3.5323, 1.9049, 3.1617], [1.7717, -2.6814, 0.4477], [2.5633, -1.6037, -0.8362], [3.6770, -0.2958, -0.1357], [3.3900, -2.6118, -2.1558], [1.2658, -0.8889, -1.6273], [0.8562, 0.4178, -1.7109], [-0.0466, 0.8628, -0.7848], [1.4214, 1.2060, -2.8047], [1.6405, 2.6081, -2.7252], [1.2883, 3.2988, -1.5967], [2.3033, 3.3373, -3.7201], [2.4529, 4.6806, -3.6132], [2.8410, 2.6669, -4.8233], [3.5227, 3.3526, -5.7601], [2.6773, 1.2842, -4.9316], [3.2682, 0.6265, -5.9583], [1.9248, 0.6020, -3.9902], [1.6761, -0.7088, -4.2461], [2.5502, -3.2400, 0.9855], [1.1896, -2.0984, 1.1718], [1.0953, -3.3975, -0.0408], [4.5394, -0.7779, 0.3468], [4.0599, 0.3648, -0.9259], [3.1679, 0.3250, 0.6141], [4.1975, -3.2172, -1.7197], [2.6567, -3.2802, -2.6285], [3.8161, -1.9659, -2.9345], [-0.3640, 1.9007, -0.8596], [-0.4726, 0.1833, -0.0516]],
  "forces_ev_per_angstrom": [[0.8132, -0.3196, -0.0463], [-1.1031, -1.5495, -0.1282], [0.0263, 1.2365, 1.0435], [-0.0870, 0.2082, -0.0695], [0.2075, -0.0266, -0.1730], [0.0399, -0.0575, 0.0441], [0.5381, -0.1709, -0.1822], [0.4510, 0.2217, -0.0208], [-0.0897, -0.3087, 0.0778], [-0.3623, -0.2410, -0.1003], [-0.0927, 0.3846, -0.2976], [-0.1905, 0.3774, 0.2329], [-0.3516, 0.2412, -0.1047], [-0.2391, 0.2404, -0.2100], [0.4022, 0.2595, 0.0214], [0.2551, -0.0947, 0.0718], [0.0690, -0.3722, 0.0074], [-0.2755, 0.0092, -0.1903], [0.0996, -0.2963, 0.2190], [-0.2443, 0.1696, -0.7275], [0.1216, 0.1051, 0.2030], [0.1522, -0.1604, 0.1471], [-0.2366, 0.8186, -0.3691], [-1.3541, -0.9055, 2.2561], [1.0842, 0.2591, -1.6799], [1.0302, 1.1706, -1.2353], [0.0692, -0.0783, 0.5343], [0.1976, -0.6318, -1.1219], [-0.0395, 0.2383, -0.0278], [-0.0980, -1.2417, 0.0102], [0.1598, 0.3505, -0.0281], [-0.5427, -0.5948, 0.7413], [0.4443, 0.1246, -0.6109], [-0.7323, 0.5240, 0.7944], [-0.4575, -0.7071, 0.5011], [0.3424, 1.0165, 0.2566], [-0.2792, 0.0232, 0.0122], [0.1360, -0.1011, -0.0831], [0.1887, 0.1508, 0.1488], [-0.1498, 0.1742, -0.0813], [-0.0800, -0.1445, 0.1686], [0.1300, -0.0953, -0.1507], [-0.1404, 0.0575, -0.2246], [0.2237, 0.1330, 0.1000], [-0.0710, -0.1532, 0.1685], [-0.1858, -0.3794, 0.2465], [0.2211, 0.1356, -0.1436]]
}